Density functional theory data (ωB97M-V/def2-TZVPD) for a structure of composition C16H18F3I2N3OOsS.

Geometry as XYZ:
```
45
Properties=species:S:1:pos:R:3:forces:R:3
Os 0.876829 -0.343356 -0.542730 -3.835 0.528 4.979
C 0.706283 2.975544 -0.614167 0.281 0.017 -0.561
C 1.130358 2.442082 -1.988185 -0.380 0.408 0.306
N 1.789206 1.116530 -1.900082 -0.311 -0.741 -0.275
C 3.233245 1.163999 -1.568369 0.568 0.052 0.150
C 3.559587 1.510516 -0.119703 0.020 -0.113 0.149
S 2.617683 0.510588 1.118457 0.304 -0.145 -0.962
C 1.683070 1.793262 2.040348 -0.380 -0.135 -0.116
C 0.227895 1.976842 1.601664 0.058 -0.076 0.470
N 0.055710 1.903511 0.151109 0.564 -1.159 -0.672
H 0.036801 3.830870 -0.764276 0.073 -0.139 0.103
H 1.568807 3.340431 -0.061851 -0.097 -0.014 0.042
H 1.789721 3.167235 -2.477812 -0.067 -0.124 -0.003
H 0.240779 2.319820 -2.611164 0.106 -0.066 0.003
H 1.753259 0.739517 -2.851638 -0.078 -0.048 0.221
H 3.734678 1.904421 -2.204320 -0.052 -0.139 -0.013
H 3.654514 0.180618 -1.802508 -0.118 0.123 -0.031
H 3.407952 2.563544 0.105170 0.057 -0.048 0.043
H 4.610157 1.279911 0.057986 -0.023 0.088 -0.024
H 2.256335 2.717529 1.986344 0.101 -0.079 -0.032
H 1.695837 1.459364 3.077074 0.054 0.050 0.000
H -0.126117 2.939002 1.995829 -0.013 -0.109 -0.066
H -0.390272 1.186822 2.038154 0.065 0.105 -0.046
H -0.939641 1.899819 -0.061497 0.150 -0.180 0.033
I 1.170643 -4.602730 2.281741 -0.669 0.142 -0.090
C -0.626842 -3.663120 1.755396 1.254 0.519 -0.211
C -1.865053 -4.183857 2.100874 -0.526 -0.054 0.019
C -3.040590 -3.539942 1.750677 -0.266 -0.416 0.228
I -4.869312 -4.423803 2.290796 0.580 0.261 -0.105
C -3.010765 -2.317946 1.014263 0.310 0.167 -0.190
C -4.138051 -1.579545 0.614234 0.095 0.021 -0.066
C -3.980497 -0.454804 -0.162509 0.140 0.007 0.125
C -2.690019 -0.051512 -0.519541 -0.281 0.132 -0.178
N -1.613361 -0.685885 -0.103099 1.820 0.213 -0.662
C -1.747653 -1.800700 0.637419 0.508 -0.689 0.201
C -0.518787 -2.459462 1.015720 -2.470 -1.120 0.512
O 0.600918 -1.962129 0.689926 2.273 2.806 -1.553
H -1.901022 -5.112444 2.652759 -0.053 -0.012 0.007
H -5.121854 -1.910460 0.914874 -0.066 -0.012 -0.052
H -4.835005 0.112251 -0.497350 -0.009 0.056 -0.036
H -2.533792 0.800180 -1.169322 -0.064 0.017 -0.088
F -0.229302 -2.634219 -1.932335 0.004 0.044 0.173
C 0.447633 -1.510134 -2.143798 0.441 0.257 -1.332
F -0.270347 -0.771045 -3.031780 -0.187 -0.078 -0.148
F 1.600380 -1.827116 -2.762777 0.118 -0.322 -0.252
```
Forces are in eV/Å.

As for the charge: +2. The spin multiplicity is 1. The value obtained for the HOMO energy (alpha / beta) is -13.6042 / -13.5956 eV. The value obtained for the energy is -2243.22530 a.u. The LUMO energy (alpha / beta) comes out at -9.028 / -9.028 eV. For the frontier orbital gap (alpha / beta), the calculation gives 4.58 / 4.57 eV.